{"formula": "C23H28B2BiF4N9O9Se", "method": "ωB97M-V/def2-TZVPD", "energy_ev": -139556.2391, "gap_ev": 7.324, "homo_energy_ev": -7.95, "charge": 0, "symbols": ["Bi", "C", "C", "N", "O", "B", "F", "F", "O", "N", "C", "C", "C", "N", "O", "B", "F", "F", "O", "N", "C", "C", "C", "H", "H", "H", "H", "H", "H", "H", "H", "H", "H", "H", "H", "O", "C", "C", "O", "C", "C", "O", "C", "O", "O", "C", "N", "C", "C", "N", "N", "C", "N", "N", "H", "H", "H", "H", "H", "H", "H", "H", "H", "H", "H", "Se", "C", "C", "C", "C", "C", "C", "H", "H", "H", "H", "H"], "xyz": [[0.076, 0.579, 0.051], [3.368, 1.596, -3.222], [2.434, 1.581, -2.055], [1.345, 0.914, -2.023], [1.098, 0.145, -3.126], [-0.275, -0.212, -3.572], [-0.071, -1.160, -4.556], [-0.975, 0.901, -4.073], [-1.170, -0.769, -2.493], [-0.456, -1.200, -1.405], [0.072, -2.363, -1.416], [-0.233, -3.387, -2.453], [1.146, -2.586, -0.405], [1.703, -1.479, -0.093], [2.788, -1.488, 0.680], [3.540, -0.201, 0.516], [4.546, -0.189, 1.436], [4.022, -0.084, -0.792], [2.517, 0.894, 0.768], [2.871, 2.182, 0.360], [2.791, 2.454, -0.886], [3.204, 3.857, -1.243], [1.597, -3.934, 0.043], [3.063, 0.867, -3.963], [4.371, 1.363, -2.864], [3.389, 2.589, -3.674], [0.386, -3.200, -3.333], [-1.269, -3.293, -2.775], [-0.031, -4.389, -2.080], [3.343, 4.423, -0.325], [2.452, 4.349, -1.866], [4.145, 3.851, -1.793], [0.742, -4.566, 0.285], [2.223, -3.821, 0.924], [2.187, -4.428, -0.733], [0.933, 2.820, 6.338], [0.854, 2.161, 5.343], [0.343, 2.619, 3.971], [0.322, 3.736, 3.530], [-0.038, 1.359, 3.260], [0.540, 0.298, 3.928], [0.589, -0.984, 3.475], [1.102, 0.649, 5.218], [1.607, -0.067, 6.051], [-0.764, 1.272, 2.214], [-0.696, 3.941, -3.449], [-1.950, 3.387, -2.946], [-3.108, 3.486, -3.818], [-1.880, 2.489, -1.939], [-0.903, 2.449, -1.090], [-2.965, 1.639, -1.828], [-3.213, 0.710, -0.829], [-4.465, 0.193, -0.894], [-2.350, 0.409, 0.066], [-0.821, 4.178, -4.503], [0.097, 3.199, -3.371], [-0.414, 4.853, -2.917], [-3.084, 4.453, -4.313], [-4.030, 3.446, -3.240], [-3.105, 2.703, -4.585], [-0.250, 3.212, -1.215], [-3.472, 1.489, -2.684], [-5.146, 0.530, -1.549], [-4.749, -0.508, -0.235], [-2.707, -0.172, 0.817], [-0.794, -1.661, 2.526], [-1.091, -3.153, 3.665], [-1.863, -4.193, 3.163], [-2.221, -5.241, 3.999], [-1.800, -5.248, 5.322], [-1.009, -4.213, 5.801], [-0.647, -3.155, 4.978], [-2.183, -4.188, 2.126], [-2.826, -6.051, 3.615], [-2.085, -6.061, 5.976], [-0.675, -4.219, 6.831], [-0.019, -2.357, 5.351]]}

=====

{"formula": "C23H28BrN2O3S2V", "method": "ωB97M-V/def2-TZVPD", "energy_ev": -150815.0491, "gap_ev": [5.831, 5.756], "relative_energy_kj_mol": 0.00, "homo_energy_ev": [-14.81, -14.80], "charge": 2, "symbols": ["V", "C", "C", "C", "C", "C", "C", "C", "Br", "C", "O", "C", "C", "C", "C", "C", "C", "H", "H", "H", "H", "H", "H", "H", "H", "H", "H", "H", "H", "H", "H", "H", "H", "H", "H", "H", "H", "S", "C", "N", "C", "C", "C", "C", "C", "C", "S", "H", "H", "H", "H", "N", "C", "C", "O", "O", "H", "H", "H", "H"], "xyz": [[0.009, -0.414, -0.270], [-4.237, -4.135, 5.424], [-3.696, -2.706, 5.378], [-4.876, -1.728, 5.464], [-2.758, -2.491, 6.575], [-2.915, -2.426, 4.097], [-2.376, -1.141, 3.894], [-1.680, -0.915, 2.746], [-0.959, 0.808, 2.371], [-1.483, -1.912, 1.786], [-0.705, -1.525, 0.712], [-1.998, -3.190, 1.929], [-2.712, -3.388, 3.117], [-1.867, -4.371, 0.958], [-1.159, -5.521, 1.691], [-1.078, -4.072, -0.319], [-3.281, -4.807, 0.544], [-4.783, -4.277, 6.356], [-3.438, -4.879, 5.401], [-4.932, -4.338, 4.607], [-5.451, -1.936, 6.367], [-5.545, -1.832, 4.608], [-4.549, -0.688, 5.520], [-3.305, -2.672, 7.500], [-2.373, -1.470, 6.615], [-1.911, -3.178, 6.544], [-2.522, -0.352, 4.617], [-3.134, -4.368, 3.275], [-0.153, -5.233, 2.002], [-1.076, -6.378, 1.022], [-1.707, -5.847, 2.576], [-0.037, -3.812, -0.114], [-1.541, -3.288, -0.920], [-1.067, -4.975, -0.930], [-3.887, -5.109, 1.397], [-3.211, -5.662, -0.129], [-3.805, -4.004, 0.021], [1.051, -1.319, -2.066], [2.255, -1.395, -0.785], [1.866, -0.824, 0.335], [2.820, -0.938, 1.358], [2.732, -0.465, 2.661], [3.808, -0.690, 3.495], [4.949, -1.372, 3.048], [5.038, -1.848, 1.755], [3.952, -1.623, 0.914], [3.775, -2.127, -0.748], [1.851, 0.058, 3.008], [3.771, -0.334, 4.515], [5.775, -1.531, 3.727], [5.916, -2.378, 1.413], [0.757, 1.644, -0.432], [-0.341, 2.556, -0.852], [-1.376, 1.718, -1.560], [-2.130, 1.995, -2.405], [-1.299, 0.394, -1.007], [1.203, 1.968, 0.423], [1.484, 1.637, -1.147], [0.005, 3.353, -1.506], [-0.802, 2.998, 0.032]]}

=====

{"formula": "C23H28Cl2N4O3S2", "method": "ωB97M-V/def2-TZVPD", "energy_ev": -83124.9883, "gap_ev": 8.279, "homo_energy_ev": -8.00, "charge": 0, "symbols": ["C", "H", "H", "H", "C", "N", "C", "C", "C", "C", "C", "C", "N", "C", "S", "N", "C", "O", "C", "H", "C", "H", "H", "C", "C", "H", "C", "H", "H", "H", "H", "H", "H", "H", "H", "S", "O", "O", "N", "C", "C", "C", "C", "C", "C", "Cl", "H", "H", "Cl", "H", "H", "H", "H", "C", "C", "H", "H", "H", "H", "H", "H", "H"], "xyz": [[-2.265, -2.615, -1.210], [-2.807, -2.004, -0.489], [-1.947, -3.531, -0.720], [-2.937, -2.874, -2.024], [-1.041, -1.851, -1.720], [-1.403, -0.572, -2.298], [-1.524, 0.523, -1.483], [-2.645, 1.373, -1.557], [-2.857, 2.390, -0.655], [-1.928, 2.616, 0.344], [-0.768, 1.873, 0.393], [-0.533, 0.861, -0.525], [0.698, 0.194, -0.395], [1.603, -0.028, -1.361], [1.438, 0.313, -2.959], [2.802, -0.605, -0.954], [3.257, -0.810, 0.323], [2.586, -0.569, 1.306], [4.678, -1.336, 0.361], [4.760, -2.136, -0.380], [5.663, -0.189, 0.027], [5.184, 0.631, -0.510], [6.475, -0.573, -0.592], [6.209, 0.246, 1.384], [6.353, -1.076, 2.129], [6.464, -0.944, 3.203], [5.067, -1.822, 1.769], [5.192, -2.903, 1.804], [4.271, -1.547, 2.462], [7.223, -1.618, 1.756], [7.148, 0.790, 1.296], [5.483, 0.881, 1.892], [3.434, -0.784, -1.725], [1.061, 0.082, 0.559], [-0.032, 2.104, 1.147], [-2.339, 3.674, 1.711], [-2.964, 4.893, 1.302], [-1.244, 3.725, 2.627], [-3.607, 2.772, 2.422], [-3.541, 1.396, 2.394], [-2.329, 0.763, 2.666], [-2.220, -0.610, 2.541], [-3.316, -1.392, 2.207], [-4.535, -0.777, 1.984], [-4.642, 0.600, 2.056], [-6.156, 1.361, 1.703], [-5.402, -1.365, 1.730], [-3.220, -2.463, 2.130], [-0.681, -1.350, 2.771], [-1.492, 1.368, 2.969], [-4.515, 3.159, 2.203], [-3.746, 2.999, -0.702], [-3.402, 1.186, -2.300], [-2.165, -0.652, -3.533], [-1.775, 0.452, -4.511], [-0.709, 0.402, -4.711], [-1.996, 1.437, -4.112], [-2.316, 0.321, -5.444], [-1.923, -1.614, -3.988], [-3.248, -0.638, -3.350], [-0.518, -2.439, -2.480], [-0.364, -1.699, -0.882]]}

=====

{"formula": "C23H28Cl45N3O2P2S3", "method": "ωB97M-V/def2-TZVPD", "energy_ev": -647448.5292, "gap_ev": 7.475, "homo_energy_ev": -8.91, "charge": 0, "symbols": ["O", "N", "O", "C", "P", "C", "C", "C", "S", "C", "S", "N", "C", "C", "N", "C", "P", "S", "H", "H", "H", "H", "H", "H", "H", "H", "H", "H", "H", "H", "H", "C", "Cl", "Cl", "Cl", "H", "C", "Cl", "Cl", "Cl", "H", "C", "Cl", "Cl", "Cl", "H", "C", "Cl", "Cl", "Cl", "H", "C", "Cl", "Cl", "Cl", "H", "C", "Cl", "Cl", "Cl", "H", "C", "Cl", "Cl", "Cl", "H", "C", "Cl", "Cl", "Cl", "H", "C", "Cl", "Cl", "Cl", "H", "C", "Cl", "Cl", "Cl", "H", "C", "Cl", "Cl", "Cl", "H", "C", "Cl", "Cl", "Cl", "H", "C", "Cl", "Cl", "Cl", "H", "C", "Cl", "Cl", "Cl", "H", "C", "Cl", "Cl", "Cl", "H"], "xyz": [[6.033, -3.038, -1.670], [6.191, -2.543, -2.774], [7.162, -1.613, -2.785], [6.783, -0.395, -2.052], [6.722, 1.192, -3.167], [5.377, 1.050, -4.517], [3.836, 1.239, -3.985], [3.273, -0.191, -3.398], [1.888, -0.841, -4.528], [0.301, 0.127, -4.088], [-0.943, 0.333, -5.243], [0.234, 0.663, -2.662], [0.887, 1.994, -2.348], [0.606, 2.117, -0.738], [-0.189, 0.865, -0.333], [-0.445, -0.067, -1.521], [6.252, 2.815, -1.731], [7.268, 4.424, -2.293], [5.756, -0.449, -1.494], [7.666, -0.181, -1.279], [5.571, 1.923, -5.300], [5.409, 0.039, -5.129], [3.175, 1.483, -4.948], [3.675, 2.147, -3.255], [2.852, 0.000, -2.297], [4.105, -1.007, -3.282], [1.464, 2.678, -3.104], [0.981, 3.016, -0.079], [-1.027, -1.089, -1.551], [4.860, 3.187, -1.744], [6.618, 2.459, -0.370], [10.436, 1.261, -0.239], [9.357, 2.370, -1.102], [10.394, -0.349, -0.979], [12.091, 1.893, -0.219], [10.088, 1.175, 0.793], [-2.643, -0.476, 2.550], [-3.425, 1.008, 3.122], [-1.892, -1.343, 3.900], [-3.813, -1.514, 1.717], [-1.860, -0.200, 1.839], [1.061, 4.882, 2.937], [-0.185, 6.115, 2.679], [1.089, 3.734, 1.587], [2.651, 5.638, 3.143], [0.820, 4.334, 3.851], [-1.344, 9.700, 4.244], [-2.025, 9.225, 2.678], [-1.980, 8.669, 5.537], [0.425, 9.625, 4.201], [-1.640, 10.732, 4.449], [3.188, 9.470, 0.943], [1.506, 9.135, 1.391], [4.111, 10.015, 2.353], [3.938, 8.034, 0.225], [3.192, 10.269, 0.198], [2.210, -4.586, -5.139], [2.582, -4.906, -6.842], [1.490, -6.016, -4.380], [3.669, -4.087, -4.267], [1.485, -3.769, -5.092], [-3.736, 9.465, -1.076], [-2.604, 8.233, -0.492], [-5.257, 9.392, -0.169], [-3.016, 11.079, -0.953], [-3.952, 9.263, -2.128], [-7.173, -2.260, 3.117], [-7.955, -0.776, 3.689], [-6.422, -3.127, 4.467], [-8.343, -3.298, 2.284], [-6.390, -1.984, 2.406], [-4.074, 1.973, -2.800], [-4.755, 1.498, -4.365], [-4.710, 0.942, -1.507], [-2.305, 1.897, -2.842], [-4.370, 3.005, -2.595], [3.840, -6.153, -10.761], [3.059, -4.669, -10.189], [4.592, -7.020, -9.411], [2.671, -7.191, -11.593], [4.624, -5.878, -11.472], [-5.916, -6.936, 5.979], [-5.937, -5.816, 7.352], [-6.461, -6.121, 4.503], [-4.295, -7.614, 5.752], [-6.606, -7.757, 6.193], [13.920, 0.872, -3.280], [12.841, 1.982, -4.142], [13.878, -0.737, -4.019], [15.575, 1.505, -3.259], [13.572, 0.786, -2.247], [-8.206, -10.100, 8.164], [-7.919, -11.128, 6.749], [-7.298, -8.585, 8.026], [-9.936, -9.774, 8.357], [-7.855, -10.632, 9.052], [-11.724, -0.963, 0.921], [-11.077, -1.823, -0.487], [-10.475, -0.779, 2.164], [-12.364, 0.619, 0.443], [-12.542, -1.553, 1.339], [-12.359, -10.412, 11.207], [-13.141, -8.928, 11.779], [-11.608, -11.280, 12.558], [-13.529, -11.450, 10.375], [-11.576, -10.137, 10.497]]}